83
Properties=species:S:1:pos:R:3:forces:R:3 method="wB97M-V/def2-TZVPD" homo_energy_ev=-16.3073 charge=+3 e_above_lowest_kcal_mol=32.0 energy_ev=-86194.3947 spin_multiplicity=1
C 1.298107 1.554674 -4.979324 -0.03 0.01 0.03
H -1.623485 -0.329910 0.290897 -0.62 -0.15 0.33
H 0.600906 3.567572 -5.222519 -0.02 0.00 0.01
H -3.161563 -4.289749 -1.365164 0.00 -0.02 0.00
N 1.080686 2.715604 2.615689 0.03 0.06 0.07
H 1.820475 -0.460426 -4.436501 0.02 0.03 -0.01
H 0.451483 -0.522386 -2.475051 -0.07 -0.23 -0.42
H -4.335340 5.518221 -0.422076 -0.01 -0.01 0.00
H 1.873516 4.573438 3.387371 -0.03 -0.01 -0.04
Cl 2.349810 -1.873150 -0.043377 0.55 -0.70 0.29
H 0.357989 -6.664995 -3.444962 0.00 0.01 0.01
C 3.873947 0.968123 -2.401105 0.08 -0.02 0.04
H 1.824543 -0.671085 4.428077 0.00 0.02 -0.05
H -3.064625 -2.125422 -2.708292 0.03 -0.04 -0.03
C -2.219589 0.335338 -0.379972 0.34 -0.02 -0.82
H -0.181586 -5.113727 -1.607069 -0.02 -0.04 0.00
H -5.663303 4.945352 -2.424811 0.02 0.01 -0.01
P -1.153530 1.792900 -1.032308 -0.73 -0.20 -0.62
H -2.021045 -0.765740 -3.095056 0.01 -0.05 -0.02
N 1.955229 1.384801 4.066173 -0.12 0.02 -0.11
H -2.345778 4.193787 0.163629 -0.02 0.00 0.00
Zr 0.400718 -0.327733 -0.272908 0.26 1.87 1.39
C 2.353414 2.666832 4.387697 0.03 0.07 0.00
C -3.231062 -4.815684 0.712910 -0.02 -0.01 -0.02
H -4.069533 -5.487968 0.590143 0.01 0.00 -0.01
H -4.972032 3.061273 -3.872458 -0.02 0.00 0.01
C 1.806316 3.503723 3.479691 0.09 0.01 0.11
C 2.121739 1.040639 -0.547775 0.34 -0.30 -0.47
C -2.666021 -4.637537 1.971081 0.02 0.01 0.02
H 0.355800 -5.867989 -5.782147 0.00 0.00 0.00
C 4.824835 0.272626 -3.133291 -0.04 0.06 0.00
H -3.063361 -5.173937 2.822219 -0.02 0.00 -0.01
S 0.336444 0.091372 2.281914 -0.54 -0.68 -0.37
H -2.836159 0.905382 0.318875 0.23 0.05 0.20
C 4.286911 -1.757308 -1.965072 -0.06 -0.25 0.13
C -0.231749 2.658964 -3.477403 -0.09 0.03 0.05
H 5.790716 -1.619345 -3.476404 0.00 0.00 0.01
H -3.843278 0.108683 -1.765394 -0.02 0.03 0.06
H 3.414617 0.054288 4.762927 -0.01 0.01 -0.07
H -0.176189 -3.511569 -6.288528 0.00 0.00 0.01
H 5.411830 0.796485 -3.875948 0.01 -0.01 0.01
C -0.506332 -3.435311 -2.920289 0.38 0.20 0.21
H 0.515074 3.056227 1.854940 -0.03 -0.10 -0.06
H -3.700961 -1.172519 -0.578445 -0.02 0.01 -0.01
C -4.787260 4.363517 -2.172048 0.01 0.00 0.02
C -2.389530 -1.386342 -2.275133 0.12 0.12 0.13
H -2.992052 1.728677 -3.306761 0.01 0.01 -0.02
C -0.325952 1.514877 -2.678421 0.05 -0.14 0.23
H -0.799699 3.543831 -3.224265 0.03 0.02 0.00
C 2.337954 0.198137 4.825562 0.10 -0.20 0.21
C -4.405148 3.299866 -2.982495 0.02 -0.02 -0.01
H 2.989171 2.868197 5.232870 -0.01 -0.01 0.00
C -1.585300 -3.784627 2.144116 0.08 0.03 0.11
C -4.047120 4.681841 -1.044121 -0.03 0.05 0.02
C 1.251006 0.424803 -4.180617 0.07 -0.26 0.02
H 2.548843 1.124185 0.461622 -0.14 -0.03 0.08
H 4.437118 -2.811476 -1.771534 -0.01 0.01 -0.05
C 0.563472 2.673542 -4.613991 0.03 -0.01 -0.06
H 2.059537 0.327533 5.869154 -0.05 0.06 -0.03
C 0.459107 0.414909 -3.043659 -0.25 0.38 0.19
C -1.073518 -3.113595 1.045880 -0.12 0.00 -0.20
C -3.291169 2.544206 -2.660746 0.02 -0.01 0.01
H 1.908299 1.564415 -5.872169 -0.02 0.00 -0.01
C 1.170633 1.428104 2.983850 0.22 0.28 -0.27
H 3.725803 2.027591 -2.569785 0.00 0.00 -0.01
C 0.125273 -5.631654 -3.664149 0.02 -0.05 -0.01
C -0.173916 -3.856776 -5.263278 0.01 0.01 -0.04
P -0.942536 -2.306712 -1.573730 -1.01 -0.46 -0.42
H -0.186347 -2.484279 1.175511 0.02 -0.08 0.09
C 5.039578 -1.082326 -2.913940 -0.01 0.01 -0.01
C 0.124688 -5.183190 -4.977447 0.00 0.02 0.02
C -3.126351 -0.529726 -1.249607 0.14 -0.18 -0.01
H 1.942311 2.046251 -0.921761 -0.12 0.00 0.02
C -0.179620 -4.760139 -2.630435 0.00 0.06 0.04
C -1.641674 -3.278670 -0.219880 0.40 0.24 0.05
H -1.136972 -3.660532 3.120931 -0.02 0.00 0.00
C 3.114860 0.333044 -1.420091 0.14 -0.12 0.26
C -2.550689 2.863847 -1.519580 0.10 0.14 0.34
C -2.925654 3.933984 -0.713665 0.12 -0.03 0.05
C 3.353736 -1.028950 -1.257048 0.25 0.46 -0.56
H -0.718899 -1.947401 -4.481727 -0.03 -0.01 -0.01
C -2.723025 -4.140217 -0.385615 -0.06 0.04 -0.02
C -0.482544 -2.976460 -4.239780 -0.02 0.00 0.02